(1)
The following is a DFT calculation (the ωB97M-V functional and the def2-TZVPD basis) of a 2-piece molecular cluster, C20H35F5NO5S2 overall.

Cartesian coordinates (Å):
C: -3.41 -0.73 0.59
C: -2.62 0.29 -0.27
C: -3.54 0.92 -1.31
C: -1.97 1.35 0.64
C: -1.17 2.44 -0.10
C: 0.35 2.44 0.17
S: 1.04 3.90 -0.71
O: 0.43 5.09 -0.15
O: 2.47 3.79 -0.80
C: 0.44 3.97 -2.50
F: 1.12 5.03 -2.97
F: -0.88 4.24 -2.54
C: 0.72 2.78 -3.46
F: 0.65 3.20 -4.71
F: -0.18 1.81 -3.28
F: 1.93 2.27 -3.25
C: 1.09 1.19 -0.34
C: 1.47 0.05 0.65
C: 2.96 -0.34 0.48
C: 0.62 -1.20 0.38
N: 1.20 0.43 2.06
O: 1.54 -0.47 2.91
C: 1.42 1.83 2.51
C: 2.91 2.18 2.45
C: 0.92 1.94 3.96
C: 0.62 2.82 1.65
H: -3.28 -1.74 0.20
H: -4.47 -0.46 0.57
H: -3.10 -0.70 1.63
H: -1.84 -0.25 -0.82
H: -4.26 1.60 -0.84
H: -2.99 1.47 -2.08
H: -4.08 0.13 -1.84
H: -1.36 0.86 1.41
H: -2.80 1.83 1.19
H: -1.36 2.34 -1.16
H: -1.53 3.43 0.21
H: 0.47 0.75 -1.12
H: 2.01 1.51 -0.82
H: 3.56 -0.04 1.34
H: 3.40 0.12 -0.41
H: 3.07 -1.42 0.39
H: -0.41 -1.07 0.73
H: 1.04 -2.04 0.94
H: 0.63 -1.45 -0.68
H: 3.50 1.45 3.01
H: 3.04 3.17 2.90
H: 3.27 2.25 1.42
H: 0.56 2.95 4.16
H: 1.72 1.70 4.67
H: 0.12 1.22 4.14
H: -0.36 2.99 2.11
H: 1.15 3.77 1.72
C: 0.65 -4.97 -1.79
C: 0.65 -5.48 -0.34
C: -0.59 -4.91 0.35
S: -1.81 -4.66 -0.95
O: -2.06 -3.25 -1.08
O: -2.91 -5.58 -0.78
C: -0.77 -5.18 -2.31
H: 1.38 -5.49 -2.40
H: 0.89 -3.90 -1.80
H: 0.60 -6.57 -0.34
H: 1.56 -5.20 0.19
H: -1.02 -5.58 1.09
H: -0.41 -3.94 0.80
H: -1.02 -4.59 -3.18
H: -0.98 -6.24 -2.49

Multiplicity = 2
E_HOMO (spin up / spin down) = -8.52 / -9.84 eV
Frontier orbital gap (spin up / spin down) = 0.3300 / 0.3683 Eh
Calculated total energy = -68290.8709 eV
Molecular weight = 528.626 u

---

(2)
The following is a DFT calculation (the ωB97M-V functional and the def2-TZVPD basis) of a 2-piece molecular cluster, C20H35F7N3O6P3S overall at a distorted geometry.

Cartesian coordinates (Å):
C: 2.72 -3.72 2.54
C: 2.36 -2.67 3.76
C: 2.41 -1.08 3.26
F: 3.68 -0.90 2.50
O: 1.19 -0.87 2.47
C: 1.12 0.48 1.88
O: 1.93 1.51 2.22
C: -0.03 0.75 0.72
C: 0.41 0.43 -0.82
C: 1.95 -0.09 -1.10
C: 2.90 1.28 -1.01
C: 4.33 0.99 -0.20
O: 5.41 1.70 -0.91
C: 5.81 2.82 -0.02
C: -0.74 0.67 -2.02
C: -0.18 0.28 -3.51
C: -0.06 -1.35 -3.80
C: -1.27 -2.24 -3.16
N: -2.18 -2.97 -4.16
O: -1.51 -2.45 -1.86
N: -2.15 1.16 -1.68
P: -3.22 1.38 -3.13
S: -4.12 -0.28 -3.68
C: -2.62 1.45 -0.24
C: -4.20 1.93 0.09
C: -4.19 3.53 0.42
C: -4.96 0.96 1.16
C: -6.12 1.67 2.07
C: -1.58 1.30 1.05
P: -1.90 1.66 2.88
N: -2.05 0.19 3.61
O: -3.30 2.57 3.31
O: -0.55 2.48 3.70
H: 1.78 -3.91 1.86
H: 3.06 -4.75 3.02
H: 3.60 -3.37 1.84
H: 1.27 -2.93 4.18
H: 3.11 -2.84 4.65
H: 2.37 -0.42 4.24
H: 2.13 -0.52 -2.17
H: 2.29 -0.86 -0.28
H: 2.31 2.21 -0.57
H: 3.22 1.60 -2.11
H: 4.57 -0.18 -0.17
H: 4.22 1.44 0.89
H: 6.66 3.41 -0.61
H: 6.27 2.34 0.94
H: 4.93 3.55 0.22
H: -0.73 0.74 -4.42
H: 0.94 0.69 -3.57
H: -0.10 -1.46 -4.99
H: 0.97 -1.82 -3.48
H: -1.55 -3.17 -4.99
H: -2.34 -3.92 -3.74
H: -2.50 1.97 -4.27
H: -4.30 2.34 -2.90
H: -4.89 1.84 -0.88
H: -3.26 3.89 1.07
H: -5.20 3.97 0.83
H: -4.02 4.08 -0.63
H: -5.52 0.11 0.53
H: -4.26 0.37 1.90
H: -5.81 2.71 2.53
H: -6.42 0.98 2.98
H: -7.10 1.81 1.40
H: -1.97 -0.57 2.87
H: -3.05 3.55 3.23
H: -0.25 1.82 4.43
F: 4.11 -3.02 -1.02
P: 2.90 -3.90 -1.45
F: 2.38 -4.74 -2.65
F: 2.00 -3.00 -0.55
F: 2.66 -2.89 -2.61
F: 2.14 -4.88 -0.51
F: 4.12 -4.87 -1.38

Multiplicity = 1
E_HOMO = -9.54 eV
Frontier orbital gap = 0.2419 Eh
Calculated total energy = -95771.6809 eV
Molecular weight = 671.490 u

---

(3)
The following is a DFT calculation (the ωB97M-V functional and the def2-TZVPD basis) of a 3-piece molecular cluster, C20H35FN3O4S3 overall at a distorted geometry.

Cartesian coordinates (Å):
C: -0.89 3.07 -3.64
C: -1.80 3.69 -2.46
O: -1.10 3.79 -1.18
C: -0.78 2.47 -0.70
C: -1.10 2.44 0.89
C: -2.62 2.49 1.37
C: -3.24 1.08 1.78
F: -3.30 0.16 0.67
C: -0.05 1.49 1.61
N: -0.17 0.84 2.92
C: -0.30 -0.45 2.73
S: -0.73 -1.97 2.25
N: 0.99 1.43 0.77
C: 2.25 0.66 1.09
C: 2.91 1.33 2.42
C: 2.99 2.92 2.30
N: 1.91 3.84 2.65
O: 4.04 3.42 1.85
C: 0.81 2.18 -0.53
S: 1.19 0.88 -1.86
S: 1.99 3.54 -0.95
H: -1.21 2.00 -3.87
H: -1.02 3.76 -4.55
H: 0.22 3.10 -3.39
H: -2.14 4.71 -2.81
H: -2.71 3.02 -2.33
H: -1.37 1.63 -1.18
H: -0.71 3.48 1.19
H: -2.65 3.16 2.30
H: -3.24 2.99 0.57
H: -2.78 0.61 2.70
H: -4.34 1.28 2.05
H: 3.04 0.76 0.29
H: 2.04 -0.44 1.23
H: 2.36 1.05 3.37
H: 3.98 0.96 2.53
H: 1.52 4.27 1.79
H: 1.16 3.39 3.18
H: 0.02 0.62 -2.55
H: 3.17 2.93 -1.35
C: -4.69 -2.56 -1.64
C: -5.25 -3.92 -2.00
C: -4.15 -4.85 -1.54
O: -3.51 -4.22 -0.42
C: -3.96 -2.86 -0.34
H: -5.45 -1.79 -1.53
H: -3.98 -2.24 -2.40
H: -6.17 -4.11 -1.42
H: -5.49 -4.03 -3.06
H: -3.40 -4.99 -2.32
H: -4.52 -5.84 -1.24
H: -4.64 -2.78 0.52
H: -3.11 -2.20 -0.18
C: 4.40 -3.74 -0.08
C: 5.64 -3.06 0.46
C: 5.22 -1.60 0.45
O: 3.80 -1.57 0.66
C: 3.29 -2.91 0.52
H: 4.33 -4.80 0.18
H: 4.38 -3.66 -1.18
H: 5.82 -3.39 1.49
H: 6.54 -3.25 -0.12
H: 5.43 -1.13 -0.51
H: 5.72 -1.02 1.24
H: 3.01 -3.27 1.51
H: 2.39 -2.89 -0.11

Multiplicity = 1
E_HOMO = -11.43 eV
Frontier orbital gap = 0.2548 Eh
Net charge = +1
Calculated total energy = -69179.3700 eV
Molecular weight = 496.716 u

---

(4)
The following is a DFT calculation (the ωB97M-V functional and the def2-TZVPD basis) of a 5-piece molecular cluster, C20H35FO9Si overall.

Cartesian coordinates (Å):
C: 0.47 4.03 -5.06
C: 0.61 2.60 -5.54
O: -0.47 1.77 -5.06
Si: -1.96 1.70 -5.75
C: -3.05 3.23 -5.46
C: -4.53 2.94 -5.60
F: -2.69 4.22 -6.41
H: 0.26 4.04 -3.99
H: 1.41 4.56 -5.19
H: -0.32 4.57 -5.58
H: 0.64 2.54 -6.63
H: 1.52 2.15 -5.15
H: -2.63 0.53 -5.16
H: -1.83 1.57 -7.23
H: -2.83 3.68 -4.48
H: -4.76 2.47 -6.56
H: -4.85 2.26 -4.80
H: -5.11 3.86 -5.53
O: 3.05 4.00 -2.99
C: 3.00 3.18 -2.12
O: 3.89 3.15 -1.10
C: 3.63 2.03 -0.24
C: 2.18 1.66 -0.48
C: 2.00 2.05 -1.94
H: 4.32 1.22 -0.51
H: 3.85 2.35 0.78
H: 1.97 0.61 -0.28
H: 1.52 2.26 0.15
H: 2.29 1.25 -2.63
H: 1.01 2.38 -2.22
O: -0.81 1.07 1.58
C: -0.41 1.86 2.38
O: 0.24 2.99 2.02
C: 0.71 3.71 3.18
C: -0.18 3.23 4.32
C: -0.49 1.80 3.90
H: 1.76 3.45 3.34
H: 0.63 4.77 2.96
H: 0.32 3.31 5.29
H: -1.09 3.83 4.36
H: 0.26 1.09 4.24
H: -1.46 1.42 4.20
O: -2.00 -3.33 5.24
C: -2.12 -2.83 4.16
O: -2.82 -1.68 3.97
C: -2.85 -1.34 2.57
C: -1.66 -2.05 1.96
C: -1.56 -3.29 2.83
H: -3.81 -1.68 2.16
H: -2.79 -0.25 2.49
H: -1.80 -2.26 0.90
H: -0.77 -1.43 2.06
H: -2.19 -4.12 2.47
H: -0.56 -3.70 2.97
O: 0.40 -5.67 1.38
C: 1.12 -6.31 2.09
O: 2.17 -7.02 1.61
C: 2.81 -7.76 2.67
C: 2.42 -7.03 3.95
C: 1.05 -6.48 3.60
H: 2.43 -8.78 2.65
H: 3.87 -7.77 2.46
H: 2.43 -7.69 4.82
H: 3.12 -6.21 4.14
H: 0.25 -7.19 3.81
H: 0.78 -5.54 4.08

Multiplicity = 1
E_HOMO = -9.94 eV
Frontier orbital gap = 0.3801 Eh
SMILES = CCO[SiH2][C@H](C)F.O=C1CCCO1.O=C1CCCO1.O=C1CCCO1.O=C1CCCO1
Calculated total energy = -50331.9768 eV
Molecular weight = 466.575 u